[1]
Computed, not measured: C8H24Cu4O16S2 as an isolated structure at a distorted geometry, with ωB97M-V/def2-TZVPD.

```
54
Properties=species:S:1:pos:R:3:forces:R:3
H -1.89586 3.60094 -0.30367 1.10 0.85 -0.90
H 4.05543 2.52057 2.81811 0.24 -0.09 -0.90
O 2.33765 1.61664 1.98114 -0.45 -0.71 -1.44
H -3.65154 0.85372 -0.93468 -0.96 -0.55 0.38
C 3.25260 -1.68769 -2.60343 1.15 0.72 1.04
H -2.15943 1.61845 -2.62957 -0.74 0.59 1.01
O -1.57555 -1.53576 1.42617 -1.23 -0.53 1.71
O 4.05634 -2.53885 -3.39790 -1.26 0.05 0.80
O 1.29862 4.21436 1.43760 1.46 -1.85 -0.41
Cu 0.62593 2.07238 0.74639 -0.49 0.92 2.59
H 2.70936 -1.69968 -0.45397 -0.35 0.41 -0.51
O -1.97198 -4.50454 1.26366 -1.05 0.27 2.29
O -1.59659 -0.05525 -3.31767 0.05 -2.90 0.13
O -2.30914 -3.86330 -1.02837 -0.25 0.07 -0.38
C -2.09261 0.62368 -2.18904 -1.39 0.71 -0.51
O 2.18092 -3.48390 -1.36128 -0.41 0.50 0.41
H -1.74924 3.86285 2.49940 0.06 -0.09 -0.05
H 2.47371 0.89225 2.59625 -0.57 -0.70 -0.11
H -4.24405 0.36680 -2.56099 -0.17 -0.51 0.14
C -1.74997 2.77392 2.45113 -0.89 -1.29 -0.15
H 3.20229 4.86466 2.01394 -0.13 -0.12 0.62
Cu 1.34280 -4.31744 0.51544 -2.05 0.65 -0.86
C -2.30373 2.34315 0.97803 1.21 0.88 3.10
H -3.23670 2.87376 0.78796 -0.21 -0.16 0.53
O -2.41145 -6.22453 -0.38330 1.01 1.80 0.88
H -1.33379 0.62416 -1.40655 -0.44 -0.08 0.29
O 0.07225 0.05516 0.82255 1.07 -0.28 -0.01
C 2.72721 3.95819 1.63882 1.08 -0.12 0.46
H -2.46440 1.27732 0.81585 0.43 -0.02 0.12
Cu -2.44631 -3.02013 2.59304 0.64 -0.05 -1.34
H 1.12983 5.05168 1.87577 -0.77 0.23 0.04
H 4.71528 -1.95084 -3.77423 1.63 0.39 -1.41
H 2.29095 -3.82811 -2.25066 -0.21 -1.04 -0.07
O -1.34267 2.92736 0.09867 0.71 -1.29 -0.60
O -0.38902 2.26033 2.81136 -1.59 0.06 -2.30
Cu -1.80278 -2.32639 -2.16873 -0.86 0.31 1.50
O -3.52453 -1.27788 -1.31388 0.46 2.09 -0.90
H -2.45965 2.36431 3.16992 0.05 0.22 0.16
C -3.55031 0.13928 -1.75163 3.01 0.76 -0.39
C 3.04526 -2.34943 -1.26212 0.22 -1.58 0.59
S -0.36986 -1.34110 0.63321 -1.15 0.88 1.18
H -0.91900 0.49837 -3.71260 0.22 -0.22 -0.48
H -0.24408 2.31162 3.75897 -0.15 0.18 0.23
C 3.01253 2.70860 2.56299 -0.68 3.46 0.25
H 2.58030 2.92030 3.54099 -0.36 0.04 0.04
O -0.36998 -4.92674 -0.35393 6.67 -0.62 -0.48
H 2.36374 -1.46477 -3.19363 -0.71 -0.23 -0.39
H 3.22446 3.90737 0.67019 -0.28 -0.65 -0.31
S -1.76091 -4.92166 -0.11496 -5.08 0.02 -1.98
H 3.74997 -0.73417 -2.42586 0.22 0.20 -0.40
O 0.58121 -2.40243 0.96144 2.11 -0.86 0.71
H -4.38086 -1.41376 -0.90176 -0.37 -0.71 -0.05
O -0.72539 -1.48472 -0.74647 0.03 -0.37 -3.83
H 4.00274 -2.74912 -0.92809 0.40 0.33 -0.09
```
Positions in Å, forces in eV/Å.

As for the spin multiplicity: 6. As for the energy: -241603.859 eV. As for the expectation value of S²: 8.77. The largest force on an atom comes out at 6.72 eV/Å. For the LUMO energy (spin up / spin down), the calculation gives -15.12 / -20.22 eV. As for the net charge: +5. Its HOMO energy (spin up / spin down) is -23.643 / -23.370 eV.

[2]
Computed, not measured: an isolated ion of composition C8H24N4P and charge +1 at a distorted geometry, with ωB97M-V/def2-TZVPD.

```
37
Properties=species:S:1:pos:R:3:forces:R:3
H -1.57385 -2.54280 -0.46867 0.92 -0.06 1.65
H 2.93658 -2.43187 -0.92556 -0.13 0.61 0.32
H 1.93106 2.94106 2.41200 0.07 -0.54 1.10
H -4.03736 1.91682 -0.47991 -0.36 -0.47 0.92
N 1.14839 -1.18528 -1.06337 2.91 -1.88 0.79
H 2.37348 1.65514 0.34318 0.43 -0.83 -0.92
H 2.48818 0.19827 -1.72441 1.30 -0.18 0.19
C -1.35456 -2.42250 0.65476 -1.87 -2.14 -1.14
H -2.13849 -0.85924 -1.84394 1.78 0.01 1.05
N 0.39443 1.19281 0.80101 0.99 -1.39 -2.21
C -3.39364 1.38217 -1.16221 -1.30 -3.03 2.03
C -1.45480 -0.07602 -1.32392 -1.76 -0.25 -0.99
H -2.34973 -2.27682 1.04640 -0.57 -0.24 0.42
H 1.49613 -2.99302 -0.14757 0.13 -0.45 0.46
H 2.85331 3.63552 0.99288 -2.27 0.08 1.04
H -2.71957 0.08951 0.31140 0.42 0.37 -0.71
C 1.43859 2.17824 0.37348 0.61 -0.29 -0.29
C 0.04912 -1.34878 2.23419 -1.29 1.90 5.05
H 1.24849 0.00274 -2.73118 0.48 -1.14 -0.66
H -3.14546 2.21963 -1.70998 1.48 1.06 -2.10
H 2.56437 -1.35397 -2.66140 -0.36 -0.02 -0.19
N -2.29240 0.68223 -0.41715 -1.11 1.40 -0.15
N -0.62178 -1.24932 0.99269 1.57 -0.69 -1.25
H -1.26247 0.51703 -2.23587 0.64 0.26 0.71
H -0.40480 1.76782 1.03748 -0.89 -0.81 -0.34
H -0.97714 -3.37442 1.14899 -0.08 1.18 -0.98
C 2.10679 -2.11145 -0.28779 -1.93 -0.26 0.10
P 0.00253 -0.42075 -0.25768 -1.29 4.26 1.82
C 1.82130 3.27076 1.41784 -1.42 1.24 -3.29
C 1.94615 -0.63857 -2.13730 -1.88 3.29 -0.69
H 0.89073 3.96308 1.29231 2.26 -0.22 0.83
H 0.67256 -2.20300 2.55299 -0.30 -0.10 -1.15
H 2.37274 -1.70496 0.68965 0.39 0.02 -0.33
H -0.81905 -1.31540 3.08390 1.93 -0.20 -1.79
H 0.61520 -0.40924 2.45351 -0.42 -0.89 -0.38
H 1.23172 2.72589 -0.61166 0.22 -0.95 1.22
H -4.03675 0.57867 -1.64908 0.69 1.36 -0.11
```
Positions in Å, forces in eV/Å.

As for the spin multiplicity: 1. The value obtained for the relative energy (zero: lowest compared OMol25 entry of this formula, charge and spin) is 1.717 eV. As for the energy: -23925.263 eV. As for the SMILES: CCN[P@@](CNC)(N(C)C)=[N+](C)C. The largest force on an atom comes out at 5.55 eV/Å. For the LUMO energy, the calculation gives -2.59 eV. As for the net charge: +1. Its HOMO energy is -12.633 eV.

What is the energy in the first record?
-241603.859 eV

Which value of net charge does entry 1 give?
+5

Repeat the second record exactly.
Computed, not measured: an isolated ion of composition C8H24N4P and charge +1 at a distorted geometry, with ωB97M-V/def2-TZVPD.

```
37
Properties=species:S:1:pos:R:3:forces:R:3
H -1.57385 -2.54280 -0.46867 0.92 -0.06 1.65
H 2.93658 -2.43187 -0.92556 -0.13 0.61 0.32
H 1.93106 2.94106 2.41200 0.07 -0.54 1.10
H -4.03736 1.91682 -0.47991 -0.36 -0.47 0.92
N 1.14839 -1.18528 -1.06337 2.91 -1.88 0.79
H 2.37348 1.65514 0.34318 0.43 -0.83 -0.92
H 2.48818 0.19827 -1.72441 1.30 -0.18 0.19
C -1.35456 -2.42250 0.65476 -1.87 -2.14 -1.14
H -2.13849 -0.85924 -1.84394 1.78 0.01 1.05
N 0.39443 1.19281 0.80101 0.99 -1.39 -2.21
C -3.39364 1.38217 -1.16221 -1.30 -3.03 2.03
C -1.45480 -0.07602 -1.32392 -1.76 -0.25 -0.99
H -2.34973 -2.27682 1.04640 -0.57 -0.24 0.42
H 1.49613 -2.99302 -0.14757 0.13 -0.45 0.46
H 2.85331 3.63552 0.99288 -2.27 0.08 1.04
H -2.71957 0.08951 0.31140 0.42 0.37 -0.71
C 1.43859 2.17824 0.37348 0.61 -0.29 -0.29
C 0.04912 -1.34878 2.23419 -1.29 1.90 5.05
H 1.24849 0.00274 -2.73118 0.48 -1.14 -0.66
H -3.14546 2.21963 -1.70998 1.48 1.06 -2.10
H 2.56437 -1.35397 -2.66140 -0.36 -0.02 -0.19
N -2.29240 0.68223 -0.41715 -1.11 1.40 -0.15
N -0.62178 -1.24932 0.99269 1.57 -0.69 -1.25
H -1.26247 0.51703 -2.23587 0.64 0.26 0.71
H -0.40480 1.76782 1.03748 -0.89 -0.81 -0.34
H -0.97714 -3.37442 1.14899 -0.08 1.18 -0.98
C 2.10679 -2.11145 -0.28779 -1.93 -0.26 0.10
P 0.00253 -0.42075 -0.25768 -1.29 4.26 1.82
C 1.82130 3.27076 1.41784 -1.42 1.24 -3.29
C 1.94615 -0.63857 -2.13730 -1.88 3.29 -0.69
H 0.89073 3.96308 1.29231 2.26 -0.22 0.83
H 0.67256 -2.20300 2.55299 -0.30 -0.10 -1.15
H 2.37274 -1.70496 0.68965 0.39 0.02 -0.33
H -0.81905 -1.31540 3.08390 1.93 -0.20 -1.79
H 0.61520 -0.40924 2.45351 -0.42 -0.89 -0.38
H 1.23172 2.72589 -0.61166 0.22 -0.95 1.22
H -4.03675 0.57867 -1.64908 0.69 1.36 -0.11
```
Positions in Å, forces in eV/Å.

As for the spin multiplicity: 1. The value obtained for the relative energy (zero: lowest compared OMol25 entry of this formula, charge and spin) is 1.717 eV. As for the energy: -23925.263 eV. As for the SMILES: CCN[P@@](CNC)(N(C)C)=[N+](C)C. The largest force on an atom comes out at 5.55 eV/Å. For the LUMO energy, the calculation gives -2.59 eV. As for the net charge: +1. Its HOMO energy is -12.633 eV.

Which of these has the lowest energy?
C8H24Cu4O16S2